The following is a DFT calculation (wB97M-V/def2-TZVPD) of 9 unconnected molecules or ions with the total composition C16H48O20S at a distorted geometry.

Geometry as XYZ:
```
85
Properties=species:S:1:pos:R:3:lowdin_charge:R:1
S -0.00467 -0.08152 -0.38530 0.385
O 0.18277 0.75518 -1.55698 -0.295
O -1.39472 -0.12455 -0.06115 -0.313
O 0.50115 -1.47158 -0.64909 -0.348
O 0.78555 0.32123 0.73113 -0.285
C 2.00335 3.47316 0.46392 -0.191
C 0.54018 3.64448 0.46991 -0.304
O 0.25207 4.97336 0.12552 -0.120
O 2.44093 2.28830 1.25130 -0.078
H 2.34257 4.37051 0.94255 0.109
H 2.27962 3.53246 -0.58872 0.101
H 0.08406 3.37136 1.38619 0.094
H -0.11605 3.09410 -0.29391 0.141
H 0.57996 5.21544 -0.84778 0.157
H 1.84772 1.52945 1.19493 0.002
C -0.95674 -2.71240 2.54732 -0.286
C 0.24295 -3.52132 2.04866 -0.180
O 0.04047 -3.80641 0.63514 -0.109
O -0.59892 -1.99630 3.70216 -0.076
H -1.85710 -3.34153 2.66751 0.119
H -1.22623 -2.03042 1.70065 0.101
H 0.61313 -4.28506 2.75741 0.136
H 0.70776 -2.55692 1.87303 0.096
H 0.00097 -2.96608 0.11353 0.041
H -0.40758 -1.15284 3.22741 0.062
C 2.72529 -0.63976 4.76420 -0.251
C 2.51850 -0.10982 3.34947 -0.293
O 1.21971 0.00302 3.12912 -0.101
O 2.16899 -1.85791 4.89866 0.027
H 2.34833 -0.01139 5.58074 0.127
H 3.74505 -0.70313 4.86597 0.085
H 2.91887 -0.43754 2.44663 0.115
H 2.88937 0.87295 3.38480 0.093
H 1.04697 0.05350 2.09583 0.044
H 1.54112 -1.73267 4.34213 -0.061
C -1.26886 -2.27059 -3.39914 -0.171
C 0.33518 -2.22942 -3.58746 -0.299
O 0.75673 -2.97887 -2.59881 -0.045
O -1.85276 -1.56273 -4.46005 -0.033
H -1.48120 -1.69221 -2.59254 0.062
H -1.63448 -3.29369 -3.44005 0.123
H 0.60476 -1.22094 -3.68427 0.077
H 0.68674 -2.54444 -4.52537 0.096
H 0.75712 -2.36421 -1.83843 0.004
H -1.92428 -0.74236 -4.17186 -0.029
C 3.62509 -0.80300 -0.40711 -0.186
C 3.45205 -0.45852 -1.90572 -0.236
O 4.06661 0.82500 -2.15872 -0.160
O 2.96544 -2.08279 -0.36132 -0.076
H 3.02703 -0.13014 -0.07279 0.019
H 4.68812 -1.06604 -0.15573 0.148
H 2.26111 -0.40988 -2.24452 0.141
H 4.02915 -1.15446 -2.76021 0.163
H 3.32221 1.49297 -1.89282 0.096
H 2.05802 -2.06578 -0.39928 -0.038
C -2.29222 1.39290 2.59849 -0.217
C -3.10063 2.20863 3.70679 -0.318
O -2.31717 2.18444 4.79432 -0.118
O -3.12969 1.11646 1.50364 -0.059
H -2.05916 0.48472 3.13986 0.112
H -1.48559 1.93819 2.02707 0.128
H -4.05402 1.47749 4.00819 0.182
H -3.24366 3.13668 3.24681 0.084
H -1.37647 2.56277 4.35477 0.195
H -2.65676 0.61627 0.94704 -0.057
C -0.09608 2.50591 -4.37911 -0.212
C 1.43826 2.25969 -4.14193 -0.261
O 1.57804 2.46571 -2.77422 -0.174
O -0.81988 1.37876 -3.89788 0.010
H -0.19886 2.59603 -5.45544 0.102
H -0.12601 3.51181 -3.94860 0.111
H 2.13325 2.98873 -4.63002 0.121
H 1.67873 1.16153 -4.36953 0.136
H 0.92308 1.75869 -2.30968 0.052
H -0.54637 1.27727 -3.09723 -0.079
C -4.66557 -0.92516 -0.83105 -0.321
C -4.20107 -2.25760 -0.64392 -0.381
O -3.37703 -2.17254 0.38136 -0.042
O -3.67304 -0.31496 -1.59919 -0.106
H -5.04784 -0.28745 0.17287 0.176
H -5.54550 -0.83789 -1.48812 0.105
H -3.74754 -2.70166 -1.61764 0.150
H -5.02238 -2.95839 -0.60637 0.107
H -2.67653 -1.43543 0.29386 0.086
H -2.77148 -0.33883 -1.04185 0.085
```

Values from the calculation:
- gap between HOMO and LUMO (Eh) = 0.291
- energy relative to the best compared isomer or geometry (same formula, charge and spin) (kcal per mole) = 67.2
- LUMO (eV) = 4.4
- total energy (Eh) = -2541.06080
- charge = -2